{"formula": "C50H55F11InO2", "method": "the ωB97M-V functional and the def2-TZVPD basis", "elements": ["C", "C", "C", "C", "C", "C", "In", "C", "C", "C", "F", "C", "O", "C", "C", "O", "C", "F", "F", "C", "F", "F", "H", "H", "H", "H", "H", "H", "H", "H", "H", "H", "H", "H", "H", "H", "H", "H", "H", "H", "H", "H", "H", "H", "H", "H", "H", "F", "C", "C", "C", "C", "C", "C", "H", "H", "H", "H", "H", "F", "C", "C", "C", "C", "C", "C", "H", "H", "H", "H", "H", "F", "C", "C", "C", "C", "C", "C", "H", "H", "H", "H", "H", "F", "C", "C", "C", "C", "C", "C", "H", "H", "H", "H", "H", "F", "C", "C", "C", "C", "C", "C", "H", "H", "H", "H", "H", "F", "C", "C", "C", "C", "C", "C", "H", "H", "H", "H", "H"], "xyz": [[3.6266, -3.8649, -1.1825], [4.4017, -2.9535, -2.2969], [3.2950, -2.1121, -3.0825], [3.7882, -1.4456, -4.4476], [4.7159, -2.4018, -5.3283], [5.1756, -1.7371, -6.7079], [7.2768, -0.9091, -6.3463], [8.1468, -0.2302, -8.3116], [7.1003, -0.2652, -9.5281], [7.1219, -1.6770, -10.2665], [6.9976, -2.7687, -9.3507], [6.9676, 0.8009, -4.8653], [8.2185, 1.4284, -4.4281], [8.0067, 2.0827, -3.2003], [6.6414, 2.7837, -2.8230], [8.9012, 2.1096, -2.3410], [8.4377, -2.6557, -5.4306], [8.6616, -2.3570, -4.0601], [7.7038, -3.8918, -5.4979], [9.8088, -2.9747, -6.1960], [9.4309, -3.6874, -7.3635], [10.4539, -1.7764, -6.4964], [4.4472, -4.4715, -0.6831], [2.8821, -4.5200, -1.7216], [3.1526, -3.1238, -0.4620], [5.1288, -2.3232, -1.7102], [4.9713, -3.6874, -2.9313], [2.4000, -2.7565, -3.3346], [2.9344, -1.3095, -2.3731], [4.4116, -0.5386, -4.1481], [2.8784, -1.1144, -5.0442], [5.6536, -2.5626, -4.6999], [4.2516, -3.4345, -5.4436], [4.5297, -0.8104, -6.8505], [5.1561, -2.4359, -7.5892], [8.9447, -0.9974, -8.5925], [8.6953, 0.7639, -8.2502], [6.0314, -0.1030, -9.1905], [7.3663, 0.4885, -10.3382], [8.0843, -1.8018, -10.8524], [6.2687, -1.7779, -11.0087], [6.4631, 0.3151, -3.9651], [6.2271, 1.5612, -5.2862], [6.7189, 3.4103, -1.8861], [5.9058, 1.9522, -2.5702], [6.1748, 3.3593, -3.6736], [10.4306, -3.6956, -5.5924], [1.9621, -1.5245, -0.5354], [1.0431, -1.3352, 0.4261], [-0.2994, -1.3153, 0.0868], [-1.2509, -1.1245, 1.0826], [-0.8478, -0.9461, 2.4029], [0.5044, -0.9634, 2.7293], [1.4567, -1.1645, 1.7364], [-0.5926, -1.4483, -0.9477], [-2.3052, -1.1145, 0.8303], [-1.5875, -0.7949, 3.1744], [0.8174, -0.8200, 3.7574], [2.5137, -1.1897, 1.9727], [-2.8695, 0.7054, 3.6484], [-4.1990, 0.8856, 3.7092], [-4.7005, 2.1551, 3.9424], [-6.0766, 2.3438, 3.9997], [-6.9339, 1.2599, 3.8339], [-6.4172, -0.0111, 3.6053], [-5.0420, -0.1997, 3.5369], [-4.0174, 2.9852, 4.0769], [-6.4809, 3.3341, 4.1741], [-8.0073, 1.4079, 3.8831], [-7.0856, -0.8556, 3.4802], [-4.6230, -1.1814, 3.3507], [-5.9604, 5.8120, 4.5537], [-6.8832, 6.0008, 5.5112], [-8.2248, 6.0178, 5.1676], [-9.1798, 6.2079, 6.1598], [-8.7822, 6.3888, 7.4806], [-7.4317, 6.3743, 7.8120], [-6.4757, 6.1737, 6.8232], [-8.5146, 5.8832, 4.1323], [-10.2329, 6.2155, 5.9034], [-9.5284, 6.5411, 8.2530], [-7.1229, 6.5192, 8.8409], [-5.4198, 6.1505, 7.0641], [-11.6838, 5.0981, 9.6468], [-11.9495, 5.9970, 10.6083], [-13.1413, 6.7012, 10.5698], [-13.4171, 7.6281, 11.5682], [-12.4947, 7.8478, 12.5866], [-11.2992, 7.1376, 12.6110], [-11.0261, 6.2025, 11.6195], [-13.8436, 6.5224, 9.7646], [-14.3502, 8.1795, 11.5521], [-12.7094, 8.5744, 13.3624], [-10.5794, 7.3123, 13.4024], [-10.1039, 5.6340, 11.6273], [5.2717, -6.3034, -2.8165], [6.5307, -6.4907, -2.3870], [6.7740, -6.6199, -1.0296], [8.0772, -6.8201, -0.5884], [9.1208, -6.8775, -1.5077], [8.8618, -6.7403, -2.8677], [7.5585, -6.5516, -3.3099], [5.9493, -6.5643, -0.3292], [8.2795, -6.9302, 0.4710], [10.1378, -7.0287, -1.1619], [9.6751, -6.7793, -3.5833], [7.3357, -6.4499, -4.3650], [-4.4655, -1.0030, 0.3597], [-5.6937, -1.2476, -0.1249], [-6.1874, -2.5412, -0.1013], [-7.4608, -2.7932, -0.5986], [-8.2206, -1.7519, -1.1224], [-7.7110, -0.4580, -1.1443], [-6.4423, -0.2021, -0.6378], [-5.5778, -3.3403, 0.3032], [-7.8602, -3.8007, -0.5785], [-9.2122, -1.9507, -1.5141], [-8.3019, 0.3521, -1.5562], [-6.0326, 0.8008, -0.6386]], "charge": -1, "homo_lumo_gap_ev": 5.81}

---

{"formula": "C50H56HfN6O3STe", "method": "the ωB97M-V functional and the def2-TZVPD basis", "elements": ["Hf", "C", "N", "C", "C", "C", "N", "C", "C", "C", "C", "C", "C", "C", "O", "C", "C", "C", "N", "C", "C", "C", "C", "C", "C", "C", "O", "H", "H", "H", "H", "H", "H", "H", "H", "H", "H", "H", "H", "H", "H", "H", "H", "H", "H", "H", "H", "H", "H", "H", "H", "H", "S", "C", "N", "C", "C", "C", "N", "H", "H", "H", "H", "C", "C", "C", "C", "C", "C", "Te", "N", "C", "O", "C", "C", "C", "C", "C", "C", "C", "C", "C", "C", "C", "C", "C", "C", "C", "C", "C", "C", "H", "H", "H", "H", "H", "H", "H", "H", "H", "H", "H", "H", "H", "H", "H", "H", "H", "H", "H", "H", "H", "H", "H", "H", "H", "H", "H"], "xyz": [[2.2819, 0.3101, 0.2553], [4.3066, 2.3861, 1.5337], [4.3595, 0.8450, 1.5772], [5.5830, 0.2994, 0.9165], [6.0568, 0.8867, -0.3841], [5.1959, 0.6135, -1.6148], [3.9386, 1.2527, -1.3949], [3.8561, 2.4932, -1.9058], [2.7397, 3.3391, -1.8050], [2.6964, 4.3406, -2.7535], [1.6931, 5.2884, -2.7868], [0.5698, 5.0202, -1.9780], [0.5792, 3.9934, -1.0498], [1.6832, 3.1840, -0.8847], [1.7350, 2.3030, 0.0954], [4.3181, 0.3593, 2.9815], [2.9555, 0.3564, 3.6575], [2.3152, -1.0713, 3.4379], [2.3298, -1.3924, 1.9391], [2.3653, -2.6623, 1.6839], [2.2459, -3.3118, 0.4120], [1.9452, -4.6487, 0.3099], [1.8810, -5.3427, -0.8856], [2.0799, -4.5668, -2.0407], [2.4209, -3.2555, -2.0227], [2.5087, -2.6133, -0.7862], [2.9329, -1.3493, -0.7855], [5.0355, 2.8826, 2.1904], [3.3356, 2.5725, 1.9566], [4.3271, 2.8956, 0.5681], [5.4866, -0.8258, 0.7596], [6.3660, 0.3455, 1.6720], [7.0037, 0.4347, -0.6246], [6.3087, 1.9354, -0.2171], [4.9587, -0.4576, -1.6340], [5.7414, 1.0368, -2.4250], [4.5437, 2.7133, -2.7401], [3.5079, 4.4818, -3.4482], [1.6173, 6.1762, -3.4217], [-0.2766, 5.6746, -2.0428], [-0.3055, 3.9246, -0.4642], [5.1354, 0.8816, 3.5498], [4.6324, -0.6508, 2.9406], [2.2545, 1.0572, 3.2643], [3.0852, 0.5405, 4.7263], [1.2905, -1.0569, 3.6962], [2.7113, -1.8983, 4.0726], [2.5081, -3.3736, 2.5216], [1.8174, -5.1557, 1.3128], [1.5950, -6.4214, -0.8805], [2.1231, -5.0647, -2.9687], [2.4749, -2.6417, -2.8851], [3.4359, 4.6791, 4.3713], [1.9084, 4.1748, 4.7773], [1.3092, 4.8761, 5.7959], [0.0874, 4.6533, 6.2875], [-0.7032, 3.6872, 5.7121], [-0.0227, 2.8977, 4.7387], [1.2192, 3.0932, 4.3061], [1.8079, 5.7456, 5.9366], [-0.2366, 5.2278, 7.0945], [-1.6354, 3.3344, 6.1329], [-0.4955, 2.0257, 4.2893], [-5.2037, -5.8861, -3.7553], [-4.3713, -4.8341, -3.1735], [-3.6015, -4.9264, -2.0660], [-2.6990, -3.9576, -1.6859], [-1.8471, -4.2280, -0.4547], [-2.5377, -2.8105, -2.4150], [-0.9942, -1.4407, -1.6643], [0.2602, -0.3246, -0.1589], [-0.1455, 0.0110, 1.0167], [0.7497, 0.5816, 1.7616], [-1.3986, -0.2542, 1.7659], [-1.6204, -1.5307, 2.2650], [-2.7124, -1.7442, 3.0460], [-3.6922, -0.7814, 3.2605], [-3.4175, 0.5456, 2.8184], [-2.3197, 0.7409, 2.0172], [-2.4262, 0.1409, -1.6592], [-2.0941, 1.3747, -2.3063], [-0.7447, 1.6475, -2.9544], [-3.1683, 2.2653, -2.4716], [-4.3890, 2.1297, -1.8693], [-5.4718, 3.0764, -2.0986], [-4.6366, 0.9357, -1.1831], [-3.6850, -0.1060, -1.0570], [-4.1172, -1.3535, -0.4108], [-3.3090, -2.6111, -3.5422], [-3.2236, -1.4392, -4.4636], [-4.2012, -3.6770, -3.9034], [-4.7668, -6.3732, -4.6601], [-6.1065, -5.4441, -4.2482], [-5.4518, -6.7509, -3.1822], [-3.8641, -5.6967, -1.3140], [-2.4774, -4.0717, 0.4355], [-0.8981, -3.7637, -0.5135], [-1.7156, -5.2970, -0.4149], [-0.9571, -2.3054, 1.9496], [-3.0386, -2.6926, 3.4889], [-4.5818, -0.9044, 3.7745], [-4.1476, 1.3169, 2.9873], [-2.1444, 1.7376, 1.5654], [-0.7592, 0.7453, -3.5669], [0.1627, 1.7463, -2.3509], [-0.8656, 2.4858, -3.6463], [-3.0156, 3.2088, -2.9497], [-5.8600, 2.8965, -3.1304], [-5.0491, 4.0705, -2.2328], [-6.2060, 3.1321, -1.2594], [-5.5933, 0.8831, -0.7593], [-4.9578, -1.0674, 0.2970], [-3.5078, -1.7902, 0.3100], [-4.4486, -2.2801, -1.0365], [-2.2309, -1.0000, -4.4399], [-3.8874, -0.6580, -4.0970], [-3.4791, -1.6028, -5.4979], [-4.6613, -3.5268, -4.8091]], "spin_multiplicity": 2, "charge": 1, "homo_lumo_gap_ev": [7.32, 6.49], "s2": 0.756, "e_above_lowest_kcal_mol": 39.7}

---

What are the max |F| values for these records? In order: 0.06337, 0.08798 Eh/bohr.